(1)
C3H9NO2P2 | ωB97M-V/def2-TZVPD

The expectation value of S² is 2.008. As for the frontier orbital gap (spin up / spin down): 8.4505 / 8.3967 eV. The calculation puts the energy above the lowest of the compared OMol25 structures with the same formula, charge and spin at 0.0 kJ/mol. Its spin multiplicity is 3. The LUMO energy (spin up / spin down) comes out at 0.63 / -1.98 eV. The strongest force on any atom comes out at 3.969 eV/Å. For the HOMO energy (spin up / spin down), the calculation gives -7.82 / -10.38 eV.

Geometry as XYZ:
```
17
C3H9NO2P2, DFT ωB97M-V/def2-TZVPD
H 1.283 2.644 -0.932
P 0.174 -1.326 0.807
H -0.313 2.987 -1.893
O -1.497 2.190 1.715
H 1.261 0.416 1.930
H 1.323 -0.748 -1.242
C 0.467 2.259 -1.613
H -2.215 -1.098 -0.117
C 0.815 -1.606 -0.839
O 0.560 -2.407 1.746
C -1.620 -0.726 0.669
P -0.900 1.107 0.846
H -1.985 -1.068 1.721
H 0.706 1.261 -2.032
H -0.049 -1.782 -1.605
N 0.502 0.263 1.356
H 1.490 -2.364 -0.516
```

Mulliken analysis output, partial charges in e:
1 H 0.324
2 P 0.734
3 H 0.386
4 O -0.574
5 H 0.248
6 H 0.271
7 C -1.006
8 H 0.489
9 C -0.909
10 O -0.694
11 C -0.708
12 P 0.364
13 H 0.283
14 H 0.309
15 H 0.318
16 N -0.171
17 H 0.337



(2)
C3H9NO2S2 | ωB97M-V/def2-TZVPD

The expectation value of S² is 0.754. As for the frontier orbital gap (spin up / spin down): 8.2733 / 4.6094 eV. The calculation puts the energy above the lowest of the compared OMol25 structures with the same formula, charge and spin at 0.0 kJ/mol. The net charge is +1. Its spin multiplicity is 2. The LUMO energy (spin up / spin down) comes out at -5.18 / -8.70 eV. The strongest force on any atom comes out at 1.764 eV/Å. For the HOMO energy (spin up / spin down), the calculation gives -13.45 / -13.31 eV.

Geometry as XYZ:
```
17
C3H9NO2S2, DFT ωB97M-V/def2-TZVPD
H -1.977 -2.263 1.577
O -0.040 2.226 1.887
H 2.696 2.697 -1.311
C 0.586 -0.070 -0.432
H 0.437 2.450 2.688
O -0.623 -3.256 -0.054
S 1.485 2.439 -1.847
C -0.308 -1.173 -1.114
C -0.908 -2.084 -0.025
S 1.784 0.381 -1.662
H 0.333 -1.832 -1.680
H -0.182 3.016 1.360
H -0.004 0.743 -0.030
N -1.740 -1.540 0.910
H -1.028 -0.699 -1.776
H -1.674 -0.562 1.112
H 1.163 -0.473 0.398
```

Mulliken analysis output, partial charges in e:
1 H 0.274
2 O -0.612
3 H 0.277
4 C -0.453
5 H 0.313
6 O -0.535
7 S -0.039
8 C -0.668
9 C 0.382
10 S 0.276
11 H 0.447
12 H 0.314
13 H 0.398
14 N -0.397
15 H 0.379
16 H 0.214
17 H 0.431



(3)
C3H9NO3 | ωB97M-V/def2-TZVPD

Its SMILES is C[C@@H](N)C(=O)O.O. As for the frontier orbital gap: 9.7836 eV. The calculation puts the energy above the lowest of the compared OMol25 structures with the same formula, charge and spin at 83.1 kJ/mol. The LUMO energy comes out at 0.68 eV. The strongest force on any atom comes out at 1.735 eV/Å. For the HOMO energy, the calculation gives -9.11 eV.

Geometry as XYZ:
```
16
C3H9NO3, DFT ωB97M-V/def2-TZVPD
H 1.532 -0.145 0.363
N 0.183 1.007 -0.690
C 0.684 -0.275 -0.267
H -2.075 -1.792 0.520
H 0.878 1.729 -0.603
H -0.492 2.416 2.486
C 1.055 -1.268 -1.394
H 2.035 -0.978 -1.778
O -1.007 2.771 1.751
C -0.363 -0.920 0.635
H 0.231 -1.357 -2.083
O -1.409 -1.397 -0.057
H -0.291 1.062 -1.578
O -0.291 -0.951 1.839
H -1.879 2.362 1.820
H 1.207 -2.265 -0.963
```

Mulliken analysis output, partial charges in e:
1 H 0.337
2 N -0.508
3 C 0.395
4 H 0.344
5 H 0.207
6 H 0.313
7 C -1.316
8 H 0.354
9 O -0.624
10 C 0.345
11 H 0.350
12 O -0.452
13 H 0.203
14 O -0.578
15 H 0.299
16 H 0.331



(4)
C3H9NO3 | ωB97M-V/def2-TZVPD

As for the frontier orbital gap: 9.7316 eV. The calculation puts the energy above the lowest of the compared OMol25 structures with the same formula, charge and spin at 195.8 kJ/mol. The LUMO energy comes out at 0.29 eV. The strongest force on any atom comes out at 2.488 eV/Å. For the HOMO energy, the calculation gives -9.44 eV.

Geometry as XYZ:
```
16
C3H9NO3, DFT ωB97M-V/def2-TZVPD
N -0.727 -0.421 -0.194
C -0.761 0.648 -1.205
H 0.347 -2.059 0.434
C 1.641 -0.392 0.019
H -0.844 0.806 2.502
H -0.077 1.441 -0.839
H -1.667 1.253 -1.138
H 0.522 -1.762 -1.357
O -0.588 1.218 1.663
H -0.734 0.218 0.877
C 0.425 -1.303 -0.374
H 0.496 0.819 1.484
O 2.542 -0.166 -0.761
O 1.536 0.125 1.206
H -0.443 0.379 -2.205
H -1.666 -0.805 -0.115
```

Mulliken analysis output, partial charges in e:
1 N -0.379
2 C -0.842
3 H 0.288
4 C 0.608
5 H 0.308
6 H 0.298
7 H 0.356
8 H 0.339
9 O -0.778
10 H 0.330
11 C -0.398
12 H 0.476
13 O -0.602
14 O -0.699
15 H 0.315
16 H 0.378



(5)
C3H9NO3 | ωB97M-V/def2-TZVPD

As for the frontier orbital gap: 8.1545 eV. The calculation puts the energy above the lowest of the compared OMol25 structures with the same formula, charge and spin at 485.6 kJ/mol. The LUMO energy comes out at 0.44 eV. The strongest force on any atom comes out at 5.464 eV/Å. For the HOMO energy, the calculation gives -7.71 eV.

Geometry as XYZ:
```
16
C3H9NO3, DFT ωB97M-V/def2-TZVPD
H 1.673 -1.606 0.967
H -0.277 -0.097 1.564
O 0.357 0.432 2.119
C 1.424 0.522 1.301
H -0.912 -1.355 -2.084
C -2.305 -0.140 -1.228
H -0.110 0.022 -1.320
H 2.931 -0.501 0.159
O 2.104 1.672 1.395
N -1.051 -0.364 -1.917
C 1.998 -0.615 0.690
H -2.467 -0.789 -0.355
H 1.514 2.365 1.729
H -3.135 -0.306 -1.923
H -2.353 0.901 -0.904
O 0.610 -0.140 -0.192
```

Mulliken analysis output, partial charges in e:
1 H 0.213
2 H 0.360
3 O -0.513
4 C 0.810
5 H 0.208
6 C -0.664
7 H 0.385
8 H 0.260
9 O -0.448
10 N -0.673
11 C -0.397
12 H 0.193
13 H 0.364
14 H 0.302
15 H 0.266
16 O -0.667



(6)
C3H9NO3 | ωB97M-V/def2-TZVPD

Its SMILES is N[C@@H](C=O)CO.O. As for the frontier orbital gap: 10.1166 eV. The calculation puts the energy above the lowest of the compared OMol25 structures with the same formula, charge and spin at 318.2 kJ/mol. The LUMO energy comes out at 0.79 eV. The strongest force on any atom comes out at 4.672 eV/Å. For the HOMO energy, the calculation gives -9.33 eV.

Geometry as XYZ:
```
16
C3H9NO3, DFT ωB97M-V/def2-TZVPD
N -0.678 -1.326 1.432
O -0.784 -0.447 -3.792
H -0.392 0.147 -3.225
H 0.666 -0.756 -0.723
H 1.724 -0.107 0.682
O 0.434 1.956 2.057
H 1.204 1.731 -0.602
C -0.265 0.023 1.103
H 0.250 0.461 3.240
O 0.534 1.166 -0.771
H -0.421 -0.537 -4.705
H -1.239 0.480 0.730
C 0.145 0.799 2.262
H -1.667 -1.440 1.416
H -0.314 -2.151 0.818
C 0.802 0.002 0.079
```

Mulliken analysis output, partial charges in e:
1 N -0.742
2 O -0.638
3 H 0.316
4 H 0.361
5 H 0.358
6 O -0.475
7 H 0.270
8 C 0.708
9 H 0.489
10 O -0.491
11 H 0.318
12 H 0.231
13 C -0.492
14 H 0.256
15 H 0.243
16 C -0.712



(7)
C3H9NO3 | ωB97M-V/def2-TZVPD

Its SMILES is CNC(=O)CO.O. As for the frontier orbital gap: 10.3317 eV. The calculation puts the energy above the lowest of the compared OMol25 structures with the same formula, charge and spin at 170.6 kJ/mol. The LUMO energy comes out at 0.61 eV. The strongest force on any atom comes out at 2.547 eV/Å. For the HOMO energy, the calculation gives -9.72 eV.

Geometry as XYZ:
```
16
C3H9NO3, DFT ωB97M-V/def2-TZVPD
C -1.548 1.619 -0.029
H -1.699 2.029 0.948
H 3.879 -0.944 -0.226
H -2.300 0.861 -0.362
O -1.912 -1.669 -0.577
H -1.622 -0.769 1.290
H 0.504 1.586 -0.684
H -0.624 -2.168 1.049
N -0.223 1.037 -0.153
H -1.628 2.476 -0.767
O 4.351 -0.127 0.028
O 1.215 -0.792 -0.384
H -2.768 -1.408 -0.234
H 5.285 -0.165 -0.339
C -1.029 -1.256 0.490
C 0.120 -0.310 -0.051
```

Mulliken analysis output, partial charges in e:
1 C -0.735
2 H 0.257
3 H 0.329
4 H 0.221
5 O -0.484
6 H 0.370
7 H 0.280
8 H 0.250
9 N -0.171
10 H 0.321
11 O -0.637
12 O -0.580
13 H 0.327
14 H 0.311
15 C -0.639
16 C 0.579



(8)
C3H9NO3 | ωB97M-V/def2-TZVPD

Its SMILES is CNCC(=O)O.O. As for the frontier orbital gap: 10.1671 eV. The calculation puts the energy above the lowest of the compared OMol25 structures with the same formula, charge and spin at 119.0 kJ/mol. The LUMO energy comes out at 0.80 eV. The strongest force on any atom comes out at 1.801 eV/Å. For the HOMO energy, the calculation gives -9.37 eV.

Geometry as XYZ:
```
16
C3H9NO3, DFT ωB97M-V/def2-TZVPD
H 2.346 2.178 0.299
O -1.937 -0.813 -6.565
H 0.242 1.692 1.837
H 1.482 1.486 -1.135
N 1.430 0.275 0.602
O -1.485 -0.815 1.672
H -2.753 -0.382 -6.835
H -0.491 1.080 0.435
H 2.077 0.032 1.336
C 2.091 1.263 -0.255
C 0.233 0.788 1.187
H -1.297 -0.105 -6.458
H 3.060 0.935 -0.632
C -0.323 -0.299 2.069
H -1.599 -1.687 2.104
O 0.281 -0.700 3.027
```

Mulliken analysis output, partial charges in e:
1 H 0.326
2 O -0.639
3 H 0.263
4 H 0.292
5 N -0.385
6 O -0.450
7 H 0.320
8 H 0.353
9 H 0.235
10 C -0.866
11 C -0.371
12 H 0.319
13 H 0.312
14 C 0.500
15 H 0.343
16 O -0.553



(9)
C3H9NO3 | ωB97M-V/def2-TZVPD

Its SMILES is CC(=O)NCO.O. As for the frontier orbital gap: 10.3491 eV. The calculation puts the energy above the lowest of the compared OMol25 structures with the same formula, charge and spin at 94.2 kJ/mol. The LUMO energy comes out at 0.62 eV. The strongest force on any atom comes out at 1.515 eV/Å. For the HOMO energy, the calculation gives -9.73 eV.

Geometry as XYZ:
```
16
C3H9NO3, DFT ωB97M-V/def2-TZVPD
O 0.826 1.757 -0.338
H -2.126 1.462 0.545
H 0.505 0.373 1.021
C -1.616 -0.082 -0.664
O 2.175 -1.572 1.332
H 0.023 1.919 1.551
H 0.065 -1.336 -0.149
H 2.949 -1.702 0.803
N -1.331 0.959 0.178
C -0.030 1.261 0.687
H 0.268 -0.425 -1.660
H 0.581 2.644 -0.572
O -2.733 -0.223 -1.113
H 1.622 -2.326 1.117
C -0.439 -0.960 -1.029
H -0.741 -1.749 -1.710
```

Mulliken analysis output, partial charges in e:
1 O -0.551
2 H 0.244
3 H 0.215
4 C 0.636
5 O -0.631
6 H 0.384
7 H 0.096
8 H 0.311
9 N -0.123
10 C -0.338
11 H 0.322
12 H 0.300
13 O -0.625
14 H 0.307
15 C -0.895
16 H 0.348



(10)
C3H9NO3Rb | ωB97M-V/def2-TZVPD

As for the frontier orbital gap: 3.0420 eV. The net charge is -1. The LUMO energy comes out at 1.02 eV. The strongest force on any atom comes out at 3.695 eV/Å. For the HOMO energy, the calculation gives -2.02 eV.

Geometry as XYZ:
```
17
C3H9NO3Rb, DFT ωB97M-V/def2-TZVPD
H 3.764 0.479 0.823
C 3.672 0.714 -1.739
H 2.061 0.263 1.201
C 1.280 0.957 -1.318
H 1.247 1.459 -2.297
O -7.671 -1.921 0.257
C 2.831 0.049 0.459
O -6.890 -0.627 4.512
N 2.501 0.614 -0.880
H 4.102 -0.250 -2.011
H 3.533 1.283 -2.658
H 4.494 1.205 -1.218
Rb -3.348 -1.804 1.999
O 0.286 0.685 -0.603
H 3.041 -1.004 0.272
H -7.822 -2.187 -0.670
H -7.082 0.087 3.873
```

Mulliken analysis output, partial charges in e:
1 H 0.305
2 C -0.902
3 H 0.289
4 C 0.224
5 H 0.279
6 O -1.006
7 C -0.898
8 O -1.054
9 N 0.089
10 H 0.325
11 H 0.292
12 H 0.302
13 Rb 0.797
14 O -0.634
15 H 0.328
16 H 0.099
17 H 0.163



(11)
C3H9NO4 | ωB97M-V/def2-TZVPD

As for the frontier orbital gap: 8.9237 eV. The calculation puts the energy above the lowest of the compared OMol25 structures with the same formula, charge and spin at 545.7 kJ/mol. The LUMO energy comes out at 0.57 eV. The strongest force on any atom comes out at 2.196 eV/Å. For the HOMO energy, the calculation gives -8.36 eV.

Geometry as XYZ:
```
17
C3H9NO4, DFT ωB97M-V/def2-TZVPD
H 1.775 1.851 0.328
N 1.246 -0.503 0.525
C 0.655 -1.732 0.028
H -0.426 0.419 1.296
O 2.371 -0.150 -0.309
H -0.232 -1.935 0.625
O -2.727 0.232 0.337
H -0.683 1.743 -0.791
H 0.361 -1.656 -1.023
H 1.382 -2.534 0.145
O -0.297 0.781 -0.727
H -2.542 0.912 -1.544
C -2.323 1.164 -0.486
O 0.993 1.780 0.899
H 3.138 -0.387 0.227
C 0.333 0.627 0.530
H -3.023 -0.610 -0.060
```

Mulliken analysis output, partial charges in e:
1 H 0.380
2 N -0.093
3 C -0.813
4 H 0.379
5 O -0.509
6 H 0.287
7 O -0.290
8 H 0.419
9 H 0.313
10 H 0.289
11 O -0.543
12 H 0.116
13 C -0.275
14 O -0.562
15 H 0.358
16 C 0.233
17 H 0.309



(12)
C3H9NO4 | ωB97M-V/def2-TZVPD

Its SMILES is O=C(O)NCCO.O. As for the frontier orbital gap: 9.7875 eV. The calculation puts the energy above the lowest of the compared OMol25 structures with the same formula, charge and spin at 129.8 kJ/mol. The LUMO energy comes out at 0.41 eV. The strongest force on any atom comes out at 4.597 eV/Å. For the HOMO energy, the calculation gives -9.38 eV.

Geometry as XYZ:
```
17
C3H9NO4, DFT ωB97M-V/def2-TZVPD
O -1.277 0.423 2.757
H -1.946 0.721 0.146
H -1.269 -1.129 1.411
O -1.635 -0.708 -1.748
N 0.019 0.384 -0.609
H 3.896 -0.533 -1.733
H -0.613 0.959 3.361
H -2.326 -0.226 -1.223
C -0.243 -0.580 -1.515
H 0.439 -0.221 1.867
H -0.575 1.889 0.758
C -0.662 -0.165 1.681
O 3.086 -0.331 -1.233
O 0.589 -1.144 -2.262
H 2.390 -0.724 -1.693
H 0.989 0.502 -0.315
C -0.862 0.882 0.350
```

Mulliken analysis output, partial charges in e:
1 O -0.521
2 H 0.077
3 H 0.222
4 O -0.493
5 N -0.039
6 H 0.317
7 H 0.337
8 H 0.320
9 C 0.704
10 H 0.316
11 H 0.370
12 C -0.266
13 O -0.630
14 O -0.690
15 H 0.371
16 H 0.256
17 C -0.650